Run P
The following is a quantum chemistry calculation of the molecule C23H29N3O2, from the Open Molecules 2025 dataset.

```
57
C23H29N3O2 the ωB97M-V functional and the def2-TZVPD basis
C -2.00153 4.28964 0.06248
C -0.67921 4.99837 -0.20834
C 0.45860 4.02609 -0.52215
C 0.95009 3.28665 0.72031
C 2.00268 2.22286 0.38444
N 1.45850 1.15728 -0.41760
C 0.64540 0.13698 -0.00437
C 0.29910 -0.13661 1.42525
C 1.13411 -1.31028 1.98698
C 0.96917 -2.54925 1.15555
C 1.82646 -2.80370 0.09303
C 1.64114 -3.91294 -0.71102
C 0.59581 -4.78506 -0.46091
C -0.25657 -4.54732 0.60289
C -0.07038 -3.43599 1.40560
N -1.11354 -0.43006 1.51895
C -2.01290 0.51164 1.84819
O -1.72103 1.62544 2.24242
C -3.46373 0.04954 1.70266
O -3.62341 -1.34678 1.75716
C -3.52223 -1.87021 3.06045
N 0.20681 -0.60745 -0.98057
C 0.74494 -0.07827 -2.12283
C 0.62233 -0.48431 -3.44639
C 1.29439 0.24563 -4.40301
C 2.07313 1.35444 -4.06423
C 2.20920 1.77283 -2.75633
C 1.53640 1.04542 -1.78649
H -1.93017 3.62770 0.92120
H -2.29575 3.69842 -0.80290
H -2.78441 5.01827 0.26053
H -0.40558 5.60639 0.65680
H -0.80798 5.67231 -1.05901
H 0.11013 3.30559 -1.26564
H 1.29391 4.57878 -0.96161
H 0.10314 2.81613 1.22043
H 1.39560 4.00070 1.41617
H 2.41552 1.80038 1.30614
H 2.82354 2.67546 -0.17837
H 0.46948 0.75287 2.03966
H 0.80994 -1.49298 3.01349
H 2.18253 -1.00564 2.00254
H 2.64569 -2.12764 -0.10762
H 2.31223 -4.09463 -1.53755
H 0.44804 -5.64951 -1.09124
H -1.07082 -5.22731 0.80728
H -0.73472 -3.26215 2.24068
H -1.43338 -1.26155 1.03946
H -4.07437 0.55839 2.46075
H -3.81167 0.36077 0.71250
H -3.63957 -2.94822 2.96879
H -2.55188 -1.64177 3.51520
H -4.31351 -1.47195 3.70653
H 0.02215 -1.34344 -3.69903
H 1.22178 -0.04178 -5.44159
H 2.58168 1.89745 -4.84716
H 2.81313 2.63289 -2.50764
```

Its SMILES is CCCCCn1c([C@H](Cc2ccccc2)NC(=O)COC)nc2ccccc21.

***

Run Q
The following is a quantum chemistry calculation of a structure of composition C23H29N3O2, from the Open Molecules 2025 dataset.

```
57
C23H29N3O2 the ωB97M-V functional and the def2-TZVPD basis
C 4.64509 -3.53465 -3.37256
O 3.26016 -3.86643 -3.00574
C 3.04013 -4.07327 -1.57992
C 1.72739 -4.51734 -1.37388
N 0.76078 -3.38626 -1.80079
C -0.41883 -3.99244 -2.09298
C -1.08203 -2.85873 -2.69322
H -2.31018 -3.26158 -3.23998
H -0.76488 -2.43401 -3.55354
H -1.58146 -2.04814 -1.97146
C -1.42896 -4.86073 -0.88091
H -1.70116 -4.09139 -0.25781
H -0.78692 -5.33657 -0.64256
H -2.30783 -5.12932 -1.28905
H -0.41696 -4.73673 -2.93786
C 0.93595 -2.48773 -0.65694
C 1.23723 -1.02982 -1.40525
C 1.88674 -1.04816 -2.58380
N 1.66688 0.26710 -2.84815
N 1.28529 0.93577 -1.91029
C 0.74059 0.15354 -1.14169
C 0.14885 0.50283 0.17725
C 0.03249 -0.06415 1.41677
C -0.55183 0.42156 2.49867
C -1.69918 1.59116 2.15262
C -1.50627 2.37977 1.06772
C -0.62061 1.97334 -0.11625
H -0.85354 2.25501 -0.92181
H -1.91726 3.18123 0.90680
O -2.13602 2.11635 3.36736
C -2.51703 3.33966 3.57909
C -1.54507 4.40717 3.15561
C -1.77660 5.69971 3.65391
C -2.88141 6.12184 4.14157
C -3.81252 5.07672 4.47998
C -3.71023 3.62038 4.33438
H -4.44967 2.99081 4.32243
H -4.61426 5.25677 5.20798
H -3.15829 7.02763 4.50186
H -0.98226 6.29073 3.43486
H -0.42276 4.22230 2.92186
H -0.47950 -0.15309 3.46795
H 0.74556 -0.89604 1.41895
C 2.52504 0.92463 -4.14320
H 2.17991 1.82742 -4.10086
H 3.44462 0.84006 -4.04216
H 2.01744 0.58938 -4.95399
H 2.24479 -1.61890 -3.19051
H -0.30399 -2.36759 -0.19420
H 1.60159 -2.78709 0.07841
H 1.66837 -4.93959 -0.31952
H 1.45916 -5.44036 -2.02102
H 3.70723 -4.77495 -1.25171
H 3.48540 -3.07626 -1.12612
H 5.44220 -4.16927 -3.03394
H 4.93111 -2.65028 -2.80466
H 4.60240 -3.43937 -4.63346
```

***

Here is how they stack up, most stable first: run P, run Q.

***

Run P
The following is a quantum chemistry calculation of a cluster of 4 separate species, C5H17NO4 in total, from the Open Molecules 2025 dataset.

```
27
C5H17NO4 the ωB97M-V functional and the def2-TZVPD basis
C -1.47361 1.39972 -0.21843
C -0.77206 0.10562 -0.40187
C -1.67741 -0.65988 -1.38910
C 0.88995 0.15464 -0.68461
N 1.22415 0.72692 -2.06299
C 1.33121 -1.34146 -0.70580
O 1.66692 -1.76011 0.32968
H -1.19571 2.24597 -0.86486
H -2.46305 1.35887 -0.50504
H -1.32039 1.80956 0.80600
H -0.82121 -0.69689 0.44435
H -1.85039 -0.01053 -2.20143
H -2.62841 -0.73622 -0.74847
H -1.33603 -1.48664 -2.00317
H 1.48046 0.66406 0.14843
H 1.00628 1.65078 -2.10904
H 0.66901 0.30782 -2.75007
H 1.23075 -1.97259 -1.57643
O 0.31309 2.93502 1.98074
H -0.64082 3.35444 1.76847
H 0.50204 3.40146 2.86883
O 3.41400 -0.96906 2.79447
H 4.01221 -0.49154 2.19838
H 2.70505 -1.26193 2.06588
O -1.70097 -3.08786 0.68669
H -0.98355 -2.51427 0.42998
H -1.58150 -3.12589 1.69942
```

Its SMILES is CC(C)[C@H](N)C=O.O.O.O.

***

Run Q
The following is a quantum chemistry calculation of a cluster of 5 separate species, C5H17NO4 in total, from the Open Molecules 2025 dataset.

```
27
C5H17NO4 the ωB97M-V functional and the def2-TZVPD basis
C 0.79343 -2.30950 -1.06206
C 1.07236 -1.11093 -1.64544
C 1.45213 -0.08316 -0.69526
C 1.97974 -0.31585 0.57709
C 2.12613 0.60116 1.84920
N 1.29098 1.83933 1.96308
H 0.35800 -3.19538 -1.58157
H 0.88731 -2.59693 -0.07857
H 1.15062 -1.08757 -2.61654
H 1.18548 0.91687 -0.83471
H 2.50938 -1.34681 0.93916
H 2.11425 -0.03198 2.84340
H 3.17248 0.86991 1.89288
H 1.17133 2.47891 1.18756
H 1.81898 2.37745 2.65415
O -0.95492 1.85289 -1.99262
H -1.23439 1.05665 -2.25335
H -1.76361 2.46377 -1.91713
O -1.52617 -2.18984 0.57114
H -1.46507 -1.29391 0.98189
H -1.33583 -2.88504 1.12833
O -1.30795 0.76386 2.27704
H -0.34894 0.99575 2.32013
H -1.73382 1.43251 1.90106
O -2.97642 0.27428 -2.26223
H -2.78496 -0.39460 -1.54664
H -3.15709 1.06532 -1.64934
```

Its SMILES is C=C/C=C/CN.O.O.O.O.

***

Run R
The following is a quantum chemistry calculation of a cluster of 5 separate species, C5H17NO4 in total, from the Open Molecules 2025 dataset.

```
27
C5H17NO4 the ωB97M-V functional and the def2-TZVPD basis
C -0.53697 2.68029 1.11778
C -0.66075 1.38911 0.87576
C -0.03489 0.73613 -0.30740
C -0.46082 1.12318 -1.69437
C 0.90623 -0.17681 -0.05838
N 1.72616 -0.75611 -1.03093
H 0.11875 3.33769 0.55451
H -1.00388 3.14736 1.97969
H -1.19162 0.73584 1.55165
H -0.47856 0.29562 -2.42292
H 0.16461 1.91641 -2.09609
H -1.50637 1.42342 -1.69858
H 1.22531 -0.46228 0.93885
H 1.72386 -0.37050 -1.96753
H 2.57050 -1.28015 -0.84028
O 3.57266 1.00828 0.87582
H 2.79941 1.18570 1.42458
H 3.13998 0.57943 0.11827
O -2.37108 -1.98559 0.58956
H -3.22408 -1.69970 0.24867
H -1.76686 -1.87846 -0.16354
O -0.46801 -1.20478 3.22243
H -0.47332 -2.15704 2.98616
H -1.25534 -0.95321 2.72963
O -1.00276 -2.56154 -2.19996
H -0.06691 -2.32720 -2.23719
H -1.44524 -1.74506 -2.49618
```

Its SMILES is C=C/C(C)=C/N.O.O.O.O.

***

Here is how they stack up, most stable first: run R, run P, run Q.

***

Run P
The following is a quantum chemistry calculation of the molecule C2H6OP2, from the Open Molecules 2025 dataset.

```
11
C2H6OP2 the ωB97M-V functional and the def2-TZVPD basis
C 0.57408 1.47387 -0.39128
O -0.18004 1.16494 0.75727
P -1.15207 -0.16243 0.88154
C 0.02972 -1.56338 0.46957
P -2.33222 -0.09701 -0.86784
H -0.00643 1.29044 -1.30246
H 1.49194 0.88565 -0.42541
H 0.81981 2.53246 -0.33090
H 0.34027 -1.54012 -0.57337
H 0.89933 -1.48955 1.11612
H -0.48439 -2.49487 0.66676
```

Its SMILES is COP(C)#P.

***

Run Q
The following is a quantum chemistry calculation of the molecule C2H6OP2, from the Open Molecules 2025 dataset.

```
11
C2H6OP2 the ωB97M-V functional and the def2-TZVPD basis
C 0.93380 -0.77555 -0.63766
C -0.93365 -0.63560 1.13602
O -0.21588 -0.38505 -0.04292
P 1.80085 0.66434 -1.46820
P -1.89803 0.67889 1.75591
H 1.43105 -1.72037 -0.28841
H -0.76259 -1.36230 1.89539
H 0.66715 0.83392 -2.34043
H 2.55531 -0.13531 -2.35490
H -2.61236 1.19266 0.69152
H -0.96564 1.64437 1.65369
```

***

Here is how they stack up, most stable first: run P, run Q.

***

Run P
The following is a quantum chemistry calculation of the molecule C2H5NS, from the Open Molecules 2025 dataset.

```
9
C2H5NS the ωB97M-V functional and the def2-TZVPD basis
C 1.60475 0.00442 0.11418
C -0.12774 0.03669 -0.33490
N -1.24559 0.52668 0.17695
S -2.70572 -0.14093 -0.22959
H 1.79637 0.91152 0.84040
H 1.89582 -0.97307 0.69762
H 2.20287 -0.08524 -0.87990
H -0.21859 -0.53230 -1.33511
H -3.20216 0.25223 0.95034
```

Its SMILES is C/C=N/S.

***

Run Q
The following is a quantum chemistry calculation of a structure of composition C2H5NS, from the Open Molecules 2025 dataset.

```
9
C2H5NS the ωB97M-V functional and the def2-TZVPD basis
C -0.43385 0.50029 0.45275
C 0.99142 0.11740 -0.13690
N -1.16675 -0.36201 -0.51131
S 0.20530 -0.86624 -1.38238
H -0.61145 0.28793 1.44267
H -0.69496 1.42686 0.01299
H 1.52553 1.03407 -0.45797
H 1.55889 -0.57443 0.38342
H -1.37413 -1.56385 0.19673
```

***

Here is how they stack up, most stable first: run P, run Q.